1.
This record from the OMol25 dataset describes a cluster of 8 separate species, C45H50N5O8 in total at a distorted geometry. The level of theory is ωB97M-V/def2-TZVPD.

The geometry in ORCA input format:
```
! RIJCOSX wB97M-V def2-TZVPD def2/J DEFGRID3
* xyz 1 1
C -0.0596 -1.7285 3.7555
C 0.9609 -2.0933 2.6289
N 0.6373 -1.2876 1.3944
C 0.7032 0.1031 1.2123
C 0.1747 0.3460 -0.0685
N -0.0898 -0.8442 -0.6827
C 0.2160 -1.8058 0.2022
C -0.6202 -1.0042 -2.1104
H 0.1415 -2.4334 4.4857
H -1.1643 -1.7722 3.3297
H 0.2509 -0.6761 4.1281
H 0.9017 -3.1326 2.2908
H 1.8683 -1.8043 2.8898
H 1.2703 0.9119 1.6937
H 0.0272 1.3924 -0.2470
H -0.0831 -2.8574 0.0666
H -0.2399 -1.7856 -2.4941
H -0.5737 -0.1425 -2.6799
H -1.6930 -1.1860 -2.0767
N -0.6650 0.8692 -5.1351
C 0.1621 0.1921 -5.9877
C -0.4058 -0.4917 -7.1377
C -1.7566 -0.5272 -7.3523
C -2.6096 0.2401 -6.5011
C -1.9713 0.9773 -5.4345
H 1.1969 0.3150 -5.7623
H -0.0085 -1.1004 -7.8556
H -2.3150 -1.2143 -8.2859
H -3.6238 0.1288 -6.6985
H -2.5933 1.3496 -4.7720
N -2.9820 -2.4794 -4.3460
C -2.4317 -3.2119 -5.3241
C -3.1943 -4.0587 -6.1667
C -4.5805 -4.1916 -5.9101
C -5.1752 -3.5404 -4.7987
C -4.3785 -2.6522 -4.1655
H -1.2608 -3.1162 -5.5794
H -2.8613 -4.6827 -7.0848
H -5.1661 -4.8694 -6.5427
H -6.2396 -3.7236 -4.2791
H -4.7945 -1.9928 -3.4807
N -2.9470 0.2829 1.6602
C -3.6554 0.1283 0.4571
C -3.8415 1.1230 -0.4759
C -3.1983 2.4223 -0.2100
C -2.3562 2.5610 0.9504
C -2.4190 1.4751 1.8603
H -4.0383 -0.8638 0.2160
H -4.3569 1.0077 -1.3493
H -3.3591 3.1514 -0.8371
H -1.9446 3.5006 1.2237
H -1.8758 1.7839 2.9166
C 4.1281 -0.2033 6.5214
C 4.9923 0.9042 7.0172
C 6.2461 1.2591 6.5455
C 6.6421 0.5525 5.3578
C 5.9346 -0.6884 4.9099
C 4.7416 -0.9974 5.4358
O 4.0288 -2.0166 4.8046
O 7.0850 2.1937 7.0775
H 3.1429 -0.3160 7.1083
H 4.4879 1.6030 7.7513
H 7.6737 0.6988 5.0034
H 6.2940 -1.2011 4.1003
H 4.5148 -2.4114 4.1868
H 6.8175 2.6687 7.8581
C -2.5919 -4.6423 -0.9620
C -1.8222 -4.7262 0.3542
C -0.7610 -5.5989 0.3732
C -0.2312 -6.2885 -0.7121
C -1.0372 -6.2303 -1.8774
C -2.2545 -5.5290 -1.9650
O -2.7942 -5.4962 -3.1705
O -0.1435 -5.7577 1.6494
H -3.6200 -4.2392 -0.9928
H -2.1710 -4.1030 1.1609
H 0.6408 -6.8743 -0.5773
H -0.8126 -6.8052 -2.9449
H -3.7498 -5.2073 -3.2006
H 0.3599 -6.5301 1.7607
C 1.7040 6.4058 -1.5048
C 0.3296 6.5967 -0.9787
C -0.5525 5.5199 -1.0336
C -0.1614 4.2948 -1.5084
C 1.1545 4.1171 -2.0685
C 2.1346 5.1534 -1.9851
O 3.3684 4.9141 -2.6103
O -1.7652 5.6018 -0.4385
H 2.1846 7.3271 -1.3882
H 0.1195 7.5922 -0.8304
H -0.9096 3.4381 -1.2954
H 1.6743 3.2062 -2.2803
H 3.9627 5.6777 -2.4583
H -2.1235 6.4956 0.0290
C 0.4326 3.8306 3.4795
C 1.8703 4.0877 2.7526
C 2.8862 3.1178 3.1233
C 2.6866 2.0999 4.0586
C 1.3746 1.8426 4.5603
C 0.3100 2.6705 4.4178
O -0.9124 2.4769 5.0486
O 4.0730 3.2713 2.5879
H -0.3357 4.6149 3.2845
H 1.9793 4.8155 2.1331
H 3.5198 1.3510 4.2254
H 1.3962 1.1808 5.3026
H -1.5448 3.3451 5.2503
H 4.4213 3.9454 2.0238
*
```

Values from the calculation:
- ΔE to the lowest compared entry with this formula, charge and spin: 0.459 eV
- Electronic energy: -71287.9537 eV

***

2.
This record from the OMol25 dataset describes a cluster of 12 separate species, C58H151N11O19 in total at a distorted geometry. The level of theory is ωB97M-V/def2-TZVPD.

The geometry in ORCA input format:
```
! RIJCOSX wB97M-V def2-TZVPD def2/J DEFGRID3
* xyz 0 1
C 1.5629 -3.7061 4.9712
O 2.1088 -3.0318 5.9697
C 2.4609 -3.8825 7.0383
C 3.8270 -4.6207 6.8214
C 4.2040 -5.1965 8.1939
N 4.9325 -3.7770 6.4911
H 0.6817 -4.2417 5.2458
H 2.2831 -4.4225 4.5192
H 1.2633 -2.9745 4.2389
H 2.4111 -3.3728 8.0063
H 1.7369 -4.6879 7.0877
H 3.8238 -5.3529 6.0055
H 4.6459 -4.4106 8.8239
H 4.9943 -5.9025 7.9343
H 3.3205 -5.6420 8.6605
H 5.0772 -3.5822 5.5252
H 4.9350 -2.8862 6.9462
C 7.7477 0.7361 3.1710
O 6.7395 -0.1543 3.7543
C 5.3869 0.4590 3.6579
C 4.3103 -0.6154 3.8288
C 3.6192 -1.0384 2.6090
N 3.3071 0.0128 4.7530
H 8.5855 -0.0023 2.8045
H 8.0735 1.5078 3.8561
H 7.3926 1.3327 2.3231
H 5.2910 1.1989 4.4550
H 5.3914 0.9492 2.6467
H 4.9027 -1.4132 4.3268
H 3.1353 -1.9774 2.6707
H 4.2545 -1.2752 1.6993
H 2.9025 -0.2819 2.3208
H 2.6015 -0.7519 4.8204
H 3.6837 0.1432 5.6589
C -6.8064 -4.3442 -2.0061
O -5.7936 -3.5457 -1.4618
C -6.0857 -2.1254 -1.7455
C -5.4048 -1.2204 -0.6298
C -6.5269 -0.8740 0.3620
N -4.9846 0.0714 -1.2871
H -6.4953 -5.3545 -1.8477
H -6.7971 -4.1913 -3.0897
H -7.8707 -4.0634 -1.6823
H -5.6854 -1.8070 -2.7432
H -7.1613 -1.9797 -1.7698
H -4.7107 -1.8554 -0.0917
H -6.9278 -1.8356 0.5966
H -7.2796 -0.2161 -0.0554
H -6.1026 -0.4404 1.1816
H -5.0278 0.8045 -0.5920
H -4.0711 -0.0169 -1.7954
C 1.7615 -4.1019 1.1339
O 1.6449 -3.0512 0.2459
C 0.3438 -2.5851 0.2560
C 0.3431 -1.3387 -0.6723
C 1.1098 -0.2227 -0.0425
N -0.9894 -0.8793 -1.0330
H 1.3983 -3.7637 2.1348
H 2.7855 -4.4223 1.0832
H 1.1487 -4.9758 0.8093
H -0.3305 -3.3295 -0.1863
H 0.0495 -2.2888 1.2557
H 0.8872 -1.6780 -1.5885
H 2.0767 -0.5944 0.0799
H 0.6733 0.1375 0.8740
H 1.0406 0.5933 -0.7033
H -1.2327 0.0315 -0.7104
H -1.6768 -1.5425 -0.9606
C -0.4637 0.5869 3.5637
O -1.5535 0.5690 2.6663
C -2.7361 1.2583 3.0607
C -3.9016 0.8714 2.1759
N -4.4020 2.0651 1.4622
C -3.4054 2.7814 0.6951
C -4.1989 3.6761 -0.2409
O -5.0350 4.4721 0.4505
C -6.0854 5.0081 -0.2107
H 0.1169 1.5295 3.4829
H 0.2145 -0.2320 3.2584
H -0.8133 0.4907 4.6168
H -2.6156 2.3315 3.0036
H -2.8927 1.1458 4.1136
H -4.6920 0.5775 2.8622
H -3.5566 0.1692 1.4596
H -5.0603 2.7122 1.8956
H -2.8854 2.0958 -0.0298
H -2.6239 3.2803 1.2924
H -4.7625 3.0121 -0.9250
H -3.4114 4.2807 -0.7815
H -6.7212 5.5652 0.5101
H -6.7888 4.2631 -0.5690
H -5.7331 5.5834 -1.0486
C 8.1492 1.8228 -3.7371
O 7.4827 1.7909 -2.5567
C 7.5412 3.0452 -1.9188
C 7.3536 2.8947 -0.3652
N 6.1644 2.2042 0.1723
C 4.8948 2.8661 -0.1030
C 3.7260 2.4112 0.7296
O 3.9493 2.7590 2.0714
C 2.6827 2.7216 2.8579
H 8.1829 0.8341 -4.1991
H 9.2379 2.0946 -3.7103
H 7.6860 2.5629 -4.4377
H 6.7665 3.6612 -2.2771
H 8.4892 3.5558 -2.0202
H 7.3733 3.8765 0.0218
H 8.2255 2.2874 -0.0333
H 6.1509 1.2619 -0.2217
H 4.5723 2.7669 -1.1486
H 5.0872 3.9454 0.0499
H 3.5758 1.3370 0.7323
H 2.7969 2.9238 0.3408
H 2.9955 2.7811 3.9262
H 2.1137 1.7840 2.6526
H 2.1346 3.6582 2.5121
C -10.6411 0.1556 5.1821
O -10.2666 -1.2705 5.0292
C -8.8702 -1.4824 5.1045
C -8.6919 -2.9323 4.6989
N -7.2817 -3.2939 4.6117
C -6.6688 -2.7920 3.3699
C -5.1466 -2.9082 3.3516
O -4.6684 -2.2355 2.1996
C -3.3290 -2.5540 1.8560
H -10.0290 0.7248 5.8907
H -11.6687 0.1030 5.4665
H -10.4928 0.6364 4.1727
H -8.4362 -1.3730 6.0958
H -8.2563 -0.8613 4.4379
H -9.2791 -3.0337 3.6798
H -9.1198 -3.6315 5.3947
H -7.2514 -4.2846 4.6428
H -6.8163 -1.7509 3.2215
H -7.1457 -3.3536 2.5266
H -4.8428 -3.9408 3.3052
H -4.7411 -2.4287 4.2507
H -3.1969 -3.6539 1.6792
H -2.7005 -2.3015 2.7081
H -2.9373 -2.0298 0.9638
C -0.1122 3.4739 -1.1051
O 0.0373 4.6318 -0.3590
C 0.1450 5.7940 -1.2792
C 0.4247 6.9684 -0.3611
N 1.7856 6.8125 0.2239
C 2.0462 7.4729 1.5387
C 1.9995 8.9871 1.4294
O 0.6359 9.3029 1.3011
C 0.3410 10.6200 1.0495
H -0.3823 2.6020 -0.4708
H 0.8513 3.2283 -1.5626
H -0.9765 3.5372 -1.7544
H -0.8400 5.8740 -1.7833
H 0.9616 5.5872 -1.9604
H -0.4481 7.0910 0.2545
H 0.4440 7.8540 -0.9008
H 1.8950 5.8408 0.3922
H 2.9762 7.1154 1.8337
H 1.3488 7.2929 2.3784
H 2.6019 9.4216 0.6019
H 2.3679 9.3727 2.3675
H -0.7213 10.5747 0.8328
H 0.8441 11.0453 0.1923
H 0.5788 11.2011 1.8818
C 0.4098 0.6580 -4.1658
O -0.8408 0.9262 -4.7809
C -1.8723 0.7081 -3.8391
C -3.1652 1.1043 -4.4719
N -3.3047 2.4853 -4.9278
C -3.1294 3.4099 -3.8346
C -3.8197 4.6634 -4.2708
O -3.8771 5.6173 -3.1920
C -5.0051 6.5119 -3.3570
H 0.6395 -0.4266 -4.1248
H 0.4012 1.0045 -3.1191
H 1.1821 1.2400 -4.7017
H -1.7390 1.3444 -2.9478
H -1.9347 -0.3504 -3.5207
H -3.9485 0.7981 -3.7574
H -3.3776 0.4183 -5.3268
H -2.6977 2.6386 -5.6837
H -2.0706 3.6513 -3.6740
H -3.6121 3.0811 -2.9518
H -4.8538 4.4329 -4.5977
H -3.4387 5.1455 -5.1800
H -5.9442 5.9745 -3.3687
H -4.8966 7.0613 -4.3177
H -4.9287 7.2357 -2.5107
C 1.8872 -6.3108 -4.8585
O 0.7956 -5.7317 -4.3161
C 0.8530 -4.3742 -4.1336
C -0.3930 -3.9495 -3.3994
N -1.6640 -4.2318 -4.1416
C -2.0046 -3.3876 -5.2515
C -3.3344 -2.6903 -4.9942
O -3.9742 -2.2487 -6.1835
C -5.2721 -1.8405 -5.8948
H 1.6426 -7.2175 -5.2925
H 2.6804 -6.4735 -4.0933
H 2.2320 -5.7147 -5.6870
H 1.0833 -3.7943 -5.0380
H 1.7390 -4.0434 -3.4960
H -0.3243 -2.9880 -2.9460
H -0.4200 -4.7511 -2.6228
H -1.8006 -5.2224 -4.3332
H -2.1930 -3.9333 -6.1689
H -1.2313 -2.6663 -5.5553
H -3.2536 -1.8669 -4.2782
H -3.9678 -3.5405 -4.5836
H -5.2605 -1.0174 -5.0713
H -5.9163 -2.6902 -5.4687
H -5.8547 -1.5649 -6.7494
C 4.5684 -1.1562 -1.7537
O 5.6126 -0.7620 -0.7976
C 6.3596 -1.8501 -0.1960
C 7.6974 -2.0450 -0.8505
N 7.7585 -2.5657 -2.2122
C 7.4629 -3.9853 -2.3623
C 7.5503 -4.3597 -3.7823
O 6.6699 -3.5483 -4.5223
C 6.8387 -3.8083 -5.9092
H 4.2196 -0.1796 -1.9812
H 3.8150 -1.6127 -1.1628
H 4.7397 -1.6846 -2.6240
H 5.7313 -2.8174 -0.3569
H 6.5242 -1.6162 0.8486
H 8.2461 -2.7149 -0.1846
H 8.1859 -1.0439 -0.8694
H 7.2705 -2.0320 -2.9311
H 6.4177 -4.1541 -1.9499
H 8.2237 -4.6103 -1.7950
H 7.3043 -5.4015 -3.9184
H 8.5864 -4.1811 -4.1290
H 6.1387 -3.2903 -6.5551
H 6.5961 -4.8550 -6.1253
H 7.8673 -3.6004 -6.2527
O -2.8170 -3.3935 -1.8039
H -2.5577 -3.7320 -2.6758
H -3.7819 -3.3666 -1.8040
*
```

Values from the calculation:
- ΔE to the lowest compared entry with this formula, charge and spin: 0.632 eV
- SMILES: COC[C@H](C)N.COC[C@H](C)N.COC[C@H](C)N.COC[C@H](C)N.COCCNCCOC.COCCNCCOC.COCCNCCOC.COCCNCCOC.COCCNCCOC.COCCNCCOC.COCCNCCOC.O
- Electronic energy: -117872.1824 eV

***

Q: Which of these has the lowest electronic energy?
A: C58H151N11O19